[1]
This record from OMol25 describes a molecular structure, CF3O2S at a distorted geometry. The level of theory is the ωB97M-V functional and the def2-TZVPD basis.

Its energy above the lowest of the compared OMol25 structures with the same formula, charge and spin is 0.113 eV. The total energy comes out at -886.373464 Eh. The net charge is -1. For the highest occupied orbital energy, the calculation gives -4.746 eV.

Atoms and positions in Å:
1 S 1.793 -0.133 -0.372
2 F -0.183 0.028 0.254
3 F -2.010 -0.255 -1.015
4 F -2.204 0.070 1.138
5 O 1.828 1.038 -1.223
6 O 2.378 0.030 0.928
7 C -1.602 -0.778 0.289

---

[2]
This record from OMol25 describes 2 unconnected molecules or ions with the total composition C6H10 at a distorted geometry. The level of theory is the ωB97M-V functional and the def2-TZVPD basis.

Its energy above the lowest of the compared OMol25 structures with the same formula, charge and spin is 3.672 eV. The total energy comes out at -234.467560 Eh. The net charge is 0. For the highest occupied orbital energy, the calculation gives -7.672 eV.

Atoms and positions in Å:
1 C -0.427 -0.498 0.327
2 C 1.108 0.029 -1.363
3 C 1.247 1.099 -0.281
4 C -1.447 -1.204 1.163
5 C 0.142 -0.934 -0.812
6 C 0.062 0.882 0.688
7 H 1.267 2.081 -0.743
8 H -0.086 -1.888 -1.274
9 H 0.306 0.772 -2.594
10 H -1.720 -2.174 0.740
11 H -2.360 -0.602 1.255
12 H 2.187 0.981 0.277
13 H -1.078 -1.364 2.182
14 H 0.354 0.946 1.744
15 H -0.744 1.617 0.546
16 H 1.238 0.249 -2.480

---

[3]
This record from OMol25 describes 2 unconnected molecules or ions with the total composition C4H7NO2 at a distorted geometry. The level of theory is the ωB97M-V functional and the def2-TZVPD basis.

Its energy above the lowest of the compared OMol25 structures with the same formula, charge and spin is 3.770 eV. The total energy comes out at -361.742298 Eh. The net charge is 0. For the highest occupied orbital energy, the calculation gives -8.981 eV.

Atoms and positions in Å:
1 O -1.289 -1.804 1.705
2 O -0.419 -1.092 -1.141
3 N 0.535 -0.308 1.428
4 C -0.356 -1.085 2.083
5 C 0.950 0.735 0.969
6 C 0.351 0.784 -2.068
7 C -0.565 0.198 -1.338
8 H 1.994 0.917 0.851
9 H -1.448 0.635 -0.836
10 H 0.309 1.755 -2.583
11 H -1.096 -1.475 -0.439
12 H 0.976 0.180 -2.658
13 H -0.163 -1.084 3.211
14 H 0.220 1.644 0.815

---

[4]
This record from OMol25 describes a molecular structure, C2H7N3 at a distorted geometry. The level of theory is the ωB97M-V functional and the def2-TZVPD basis.

Its energy above the lowest of the compared OMol25 structures with the same formula, charge and spin is 3.700 eV. The total energy comes out at -244.539397 Eh. The net charge is 0. For the highest occupied orbital energy, the calculation gives -8.612 eV.

Atoms and positions in Å:
1 N -1.611 -0.692 0.093
2 N -0.451 1.452 -0.039
3 N 0.572 -0.612 -0.144
4 C 1.893 -0.040 0.111
5 C -0.465 0.139 -0.068
6 H 2.732 -0.733 -0.833
7 H 0.462 -1.666 -0.351
8 H 2.379 -0.213 1.485
9 H -1.633 -1.694 0.259
10 H 1.808 1.216 -0.283
11 H -1.374 1.803 0.116
12 H -2.515 -0.344 -0.022

---

[5]
This record from OMol25 describes 2 unconnected molecules or ions with the total composition C3H8NO2 at a distorted geometry. The level of theory is the ωB97M-V functional and the def2-TZVPD basis.

Its energy above the lowest of the compared OMol25 structures with the same formula, charge and spin is 4.288 eV. The total energy comes out at -324.257794 Eh. The net charge is -1. For the highest occupied orbital energy, the calculation gives -2.863 eV.

Atoms and positions in Å:
1 O 1.311 -1.025 -1.035
2 O 0.748 1.592 0.276
3 N 0.888 2.331 1.413
4 C -1.007 -0.381 -1.278
5 C 0.010 -1.511 -1.152
6 C 1.201 3.584 1.267
7 H 1.165 4.158 2.143
8 H -0.976 -0.101 -2.294
9 H 1.289 -0.124 -0.571
10 H -0.917 0.521 -0.649
11 H -2.113 -0.606 -1.145
12 H -0.209 -2.328 -0.235
13 H 1.561 3.951 0.326
14 H -0.200 -2.181 -1.923

---

[6]
This record from OMol25 describes a molecular structure, C6H18InO5 at a distorted geometry. The level of theory is the ωB97M-V functional and the def2-TZVPD basis.

Its energy above the lowest of the compared OMol25 structures with the same formula, charge and spin is 1.515 eV. The total energy comes out at -804.392036 Eh. The net charge is +3. For the highest occupied orbital energy, the calculation gives -20.878 eV.

Atoms and positions in Å:
1 In 0.412 0.062 0.733
2 O -0.059 -1.208 3.282
3 O 2.325 -1.050 2.118
4 O 0.565 1.351 -1.598
5 O -0.602 -1.128 -1.764
6 O 0.016 2.894 0.619
7 C 0.446 3.541 -0.561
8 C -2.401 -1.091 -3.420
9 C -1.890 -1.661 -2.080
10 C 0.955 -2.065 3.763
11 C 2.315 -1.484 3.480
12 C -0.081 2.639 -1.679
13 H -1.671 -2.728 -2.254
14 H -2.562 -0.011 -3.322
15 H 2.476 -0.639 4.165
16 H 3.263 -0.968 1.868
17 H 0.204 3.077 -2.646
18 H -0.572 3.501 1.100
19 H -1.692 -1.163 -4.247
20 H -0.012 -1.303 -2.520
21 H 3.040 -2.286 3.647
22 H -3.363 -1.511 -3.711
23 H 1.526 3.680 -0.610
24 H 0.934 -3.051 3.265
25 H 0.447 0.898 -2.447
26 H -0.925 -1.463 3.647
27 H -1.151 2.443 -1.589
28 H 0.684 -2.247 4.811
29 H -2.604 -1.531 -1.273
30 H -0.023 4.503 -0.777